Run a
Below is a cluster of 40 separate species, H80O40 in total, with properties calculated with ωB97M-V with the def2-TZVPD basis set.

Geometry as ORCA input:
```
! RIJCOSX wB97M-V def2-TZVPD def2/J DEFGRID3
* xyz -1 2
H 1.33677 1.81542 2.28696
H 2.28262 2.91079 2.46152
O 2.00304 2.20083 2.99804
H 4.19111 0.82470 -3.42534
H 5.54591 1.28524 -2.75725
O 4.78348 1.57606 -3.19208
H -4.35418 1.85580 0.62121
H -4.87723 1.08794 2.19445
O -4.37860 1.35728 1.47091
H -4.95104 2.63855 -1.82533
H -4.66905 1.56747 -0.86090
O -5.12322 2.57586 -0.87879
H 1.29465 2.07466 -4.19126
H 2.74345 2.42335 -4.03135
O 2.01068 2.57105 -4.61957
H 0.34969 3.89120 0.02098
O 1.25700 4.16187 -0.10058
H 1.81647 -0.29853 3.53237
O 1.96006 -1.11918 3.97816
H 0.23444 -3.90457 5.39762
H -1.26223 -4.14230 5.19309
O -0.36580 -4.39105 4.88034
H 2.38770 4.70713 1.30531
H 1.89146 4.72698 2.62066
O 2.77102 4.67592 2.17872
H 2.38788 -5.51842 3.01564
H 1.16711 -4.90638 2.45989
O 1.78227 -5.59579 2.32773
H 4.06537 -4.18937 0.78708
H 5.12195 -4.49077 -0.36045
O 4.77299 -4.79605 0.42668
H -1.73391 3.03256 0.92512
O -1.85487 2.16764 1.27669
H -0.42352 -6.37705 -0.50632
H -0.77572 -5.30767 0.60014
O -0.75432 -5.49257 -0.34850
H -2.40353 2.82180 -3.27471
H -1.68246 4.04773 -3.30514
O -2.52614 3.73052 -3.64784
H 2.27710 -0.05533 0.63760
H 2.79755 0.13148 2.06735
O 2.51543 -0.52721 1.44187
H 0.23447 -4.08789 2.09201
H -0.28777 -2.76690 1.39424
O 0.06138 -3.66350 1.29486
H -0.20822 2.13857 3.95745
H -0.96847 1.72009 2.66059
O -0.52486 1.44253 3.42377
H 5.32406 1.63203 -0.45595
H 5.31982 3.16255 -0.49913
O 5.28018 2.39031 -1.10206
H -2.60031 -0.88913 -3.68051
O -3.23803 -0.37810 -3.16172
H 1.09988 -0.40432 -5.75275
H 2.48476 -0.98412 -6.21428
O 1.73722 -1.23468 -5.64044
H -3.12339 1.27936 4.42183
O -3.28008 0.69104 5.12688
H -3.74901 -0.88830 1.96564
H -3.03717 0.29681 2.31754
O -2.93572 -0.65671 2.43507
H -1.53668 1.64567 -1.83747
H -2.02119 2.35980 -0.64399
O -2.30318 2.00630 -1.48625
H -0.10811 -2.80861 -1.20538
H 0.96930 -3.15682 -2.42238
O 0.45804 -2.48098 -2.00278
H -0.00745 0.85242 -6.67684
H -1.05262 -0.29508 -6.42919
O -0.44478 0.30399 -6.00925
H 2.66251 -2.68272 1.09622
H 2.34058 -4.04593 1.32646
O 2.99424 -3.39564 1.64538
H 3.49248 -4.02292 -3.59197
H 2.22926 -4.92056 -3.31463
O 2.58755 -4.08799 -3.44253
H 2.13681 3.69480 4.32274
H 1.36316 4.90680 4.62906
O 1.39800 3.96851 4.83615
H -2.47993 4.17679 -0.73158
H -2.02598 5.51063 0.01735
O -1.94784 4.53924 0.02940
H -2.80612 3.02893 4.45019
H -3.46737 3.10396 3.29156
O -3.54599 3.56532 4.09800
H -4.02038 -5.13520 0.92177
H -4.95076 -4.00646 0.37720
O -4.54968 -4.39289 1.23536
H -5.54219 1.98091 3.73784
O -5.62379 1.06848 4.07780
H -1.46591 -3.97149 -1.23723
H -1.73812 -3.28310 0.11433
O -1.87564 -3.21124 -0.82655
H -2.72690 -0.12486 -2.44124
H 1.73292 4.82166 -0.52282
H -2.66006 0.00323 5.30040
H 2.78051 -1.10743 4.44167
H -2.80923 1.95556 1.51204
H -5.05634 1.07502 4.77154
O -0.74270 -1.55579 2.66405
H -0.89308 -0.64260 2.86019
H -0.18345 -1.84263 3.41441
O -5.63156 -2.16575 -3.45883
H -5.12462 -1.37494 -3.51175
H -5.70746 -2.17329 -2.48955
O 3.51084 -1.35881 -3.58498
H 3.65154 -1.81771 -4.44536
H 2.59168 -1.09409 -3.68234
O 1.21290 1.48969 -0.56369
H 1.85411 2.12840 -0.88720
H 0.67355 1.16079 -1.31650
O 4.40262 -1.91853 -1.09053
H 3.49421 -1.95745 -1.09945
H 5.06121 -1.17757 -1.15922
O 3.09729 4.39272 -2.48668
H 3.39625 4.42430 -3.46403
H 3.46602 3.64246 -2.04390
O 0.18313 0.20687 -2.80262
H -0.17846 -0.74879 -2.84379
H 0.28671 0.39738 -3.78241
*
```

Values from the calculation:
M: 720.600 g mol⁻¹
gap between HOMO and LUMO (alpha / beta): 2.2 / 9.6 eV
⟨S²⟩: 0.751
LUMO energy (alpha / beta): 1.7 / 1.7 eV

Run b
Below is a cluster of 40 separate species, H80O40 in total, with properties calculated with ωB97M-V with the def2-TZVPD basis set.

Geometry as ORCA input:
```
! RIJCOSX wB97M-V def2-TZVPD def2/J DEFGRID3
* xyz -1 2
H 2.04040 3.63068 2.30643
H 2.97894 2.89478 1.27915
O 2.89775 3.20307 2.17223
H 2.59325 3.18350 -4.95161
H 1.68101 2.23062 -5.51656
O 2.22782 2.30995 -4.71774
H -1.42278 -1.18035 1.27960
H -1.75251 -1.73499 2.48651
O -2.24613 -1.24775 1.81065
H 3.45268 -0.45557 -4.29058
H 3.33195 0.97970 -4.85006
O 3.58314 0.05944 -5.08971
H -4.01370 -0.13796 -3.37545
H -5.20327 -1.03731 -3.61538
O -4.27837 -0.92259 -3.85726
H 3.54797 -0.17272 4.44620
O 2.62723 0.15550 4.43204
H 5.36110 -1.85549 4.00318
O 4.65826 -1.90044 4.67158
H 4.69331 0.90569 -2.08319
H 5.30317 0.41640 -0.76767
O 4.45628 0.55114 -1.21655
H -0.08575 -3.74458 -4.43376
H -0.06267 -5.13929 -3.94169
O 0.22168 -4.26191 -3.63743
H 1.77459 1.02848 -0.50792
H 2.21571 0.40602 -1.96517
O 1.55636 0.88346 -1.44543
H -2.07333 4.11875 -1.65336
H -3.09473 5.11889 -0.82929
O -2.55599 4.94175 -1.59763
H 1.54706 2.54385 -2.05104
O 0.75609 3.07271 -2.23904
H 1.05811 -1.19863 0.49521
H 0.03050 -2.13696 0.99556
O 0.46417 -1.32550 1.25921
H 1.60355 4.52416 -1.21679
H 0.91162 5.78811 -0.95943
O 1.75996 5.37639 -0.79200
H 0.48364 2.67898 2.84553
H -1.06096 2.69422 3.24208
O -0.43067 2.80079 2.54508
H 1.70619 1.42416 3.30570
H 1.01571 1.33999 4.47815
O 1.63089 2.01422 4.07623
H -5.16370 2.37921 -1.42441
H -4.70742 3.81504 -1.52293
O -4.60983 2.96938 -1.95693
H 5.60838 0.49381 2.77246
H 5.10075 1.91850 2.20376
O 5.47142 1.06574 2.02298
H -1.96764 0.53856 -4.91139
O -2.45136 0.34441 -5.71267
H 2.05026 -4.70016 3.75605
H 3.37463 -4.46276 3.03389
O 2.94948 -4.40240 3.88025
H 1.95625 -2.32744 -2.99879
O 1.78704 -1.43972 -3.33608
H -2.44768 1.57757 -3.10563
H -3.18155 2.85797 -3.73946
O -2.55187 2.14274 -3.85811
H 1.94282 -2.84834 -1.19575
H 2.95586 -1.65793 -0.76717
O 2.23976 -2.25632 -0.51869
H -1.18975 -3.54083 -1.58969
H -0.45881 -2.26762 -1.33876
O -0.82175 -3.02307 -0.86372
H -1.85145 -3.74057 2.55800
H -1.35457 -4.05186 3.97995
O -1.31295 -3.39517 3.27738
H 0.59964 0.84795 1.78715
H 1.98124 1.14832 1.47224
O 1.34792 0.42478 1.30559
H -4.14425 2.52913 0.05849
H -2.74624 2.17309 0.74607
O -3.25733 2.80744 0.25393
H 2.41484 -4.17154 0.66382
H 1.46679 -5.14630 1.42905
O 2.19121 -4.52282 1.52396
H -3.67100 2.25279 3.90359
H -2.83457 3.41905 3.43773
O -3.55734 2.84920 3.15143
H 2.54503 -0.85300 2.48427
H 2.44849 -2.12201 1.87148
O 2.73778 -1.77380 2.73236
H -4.18963 -4.00002 -2.94629
H -3.21211 -3.81369 -3.79847
O -3.25924 -3.72088 -2.83929
H -3.15749 -1.46305 -1.05682
O -3.70995 -0.69552 -0.86888
H -6.04975 -1.36613 -0.62939
H -5.07368 -2.35331 -1.04976
O -5.79975 -2.27984 -0.44681
H -2.26289 1.18189 -6.15800
H 2.14701 -0.66697 4.55997
H 0.83087 -1.59762 -3.53955
H 3.93888 -2.13762 4.06193
H 0.13687 2.53277 -2.73483
H -3.14640 0.03912 -1.15817
O -3.05607 -5.37385 1.42406
H -2.11803 -5.46262 1.20828
H -3.36353 -4.64938 0.86461
O -1.14848 0.13829 -1.43266
H -0.38511 -0.35923 -1.13910
H -1.06600 0.99984 -0.99611
O -3.26643 1.67243 5.78137
H -3.03511 0.77588 6.05052
H -3.99958 1.52715 5.18780
O 0.40478 5.36211 2.48069
H -0.24662 5.02889 1.84955
H 0.74580 6.13113 2.00187
O -0.63173 -1.55797 -4.39999
H -1.11238 -1.09178 -3.73937
H -0.46870 -1.07423 -5.21192
O 4.15755 -2.67731 -1.13060
H 4.83124 -2.01809 -1.32638
H 4.17625 -3.41692 -1.72879
O -0.77623 2.47095 5.98649
H -1.53746 2.41602 5.39058
H -0.07468 2.82516 5.48924
*
```

Values from the calculation:
M: 720.600 g mol⁻¹
gap between HOMO and LUMO (alpha / beta): 2.0 / 9.7 eV
⟨S²⟩: 0.751
LUMO energy (alpha / beta): 1.6 / 1.6 eV

Relative energies in eV: run a 0.000; run b 0.176

Run a
Below is a cluster of 40 separate species, H80O40 in total, with properties calculated with ωB97M-V with the def2-TZVPD basis set.

Geometry as ORCA input:
```
! RIJCOSX wB97M-V def2-TZVPD def2/J DEFGRID3
* xyz -1 2
H -4.93277 -1.24665 -2.05198
H -6.10599 -2.18289 -2.20310
O -5.27010 -2.09205 -1.73208
H -1.15640 2.18647 -4.21257
H -1.90834 2.33054 -2.76842
O -1.97442 2.30074 -3.72017
H -2.83390 -3.84560 3.57838
H -1.78287 -2.75063 2.97493
O -2.02662 -3.35772 3.67742
H 1.43892 0.52912 -5.58881
H 1.92434 -0.62861 -6.38884
O 1.40590 0.17285 -6.48873
H 3.43281 1.92150 -3.65393
H 3.32865 0.36729 -3.99300
O 2.85921 1.15288 -3.70978
H -0.73951 -1.84240 5.46197
O -1.47385 -1.22614 5.39244
H -4.83453 1.48979 4.53703
O -5.52886 1.22355 3.92641
H -1.29350 -0.62562 1.91267
H 0.32279 -0.59279 1.90189
O -0.47759 -0.67794 2.41237
H 4.70896 2.89735 1.11588
H 5.75450 3.90994 0.32143
O 5.57187 3.09089 0.75521
H -1.90506 2.25503 0.39293
H -1.89053 1.08314 -0.37314
O -2.48131 1.84565 -0.27399
H 1.86434 -5.48490 -2.19377
H 1.05144 -5.57125 -3.54343
O 1.89947 -5.46456 -3.13978
H -5.12579 0.12085 0.89362
O -5.32646 0.88121 0.34081
H -2.95925 -5.57857 -0.93845
H -3.77313 -4.94698 0.13595
O -3.74184 -5.73630 -0.41329
H -3.68942 0.22969 1.73927
H -3.49383 -1.20235 1.21351
O -3.11314 -0.54556 1.81449
H 0.79022 1.69372 2.48934
H 0.07947 0.60291 3.47247
O 0.46630 1.49795 3.38398
H -5.82649 -2.73939 1.30736
H -5.24667 -2.77936 -0.06310
O -4.96588 -2.72255 0.87217
H -4.04554 -0.45941 -5.09133
H -3.56543 0.71135 -4.17172
O -4.28744 0.35509 -4.65599
H -4.77890 3.41275 1.49485
H -3.31795 2.92814 1.89955
O -4.24719 2.80209 2.00687
H -0.05396 4.68691 1.26054
O -0.89930 4.61554 0.79704
H -0.11937 1.35235 5.97779
H -0.57038 2.47011 5.14134
O -0.08510 2.31928 5.99448
H 2.55892 1.98870 1.83974
O 1.98921 1.78875 1.09782
H -1.76636 -3.21537 0.28185
H -0.50196 -2.42561 0.63355
O -1.30632 -2.80186 1.03143
H 1.49237 -0.48163 -2.05146
H 0.83534 -1.66298 -2.45978
O 0.61655 -0.86896 -1.94256
H 2.21789 1.95867 4.41005
H 3.68817 1.39699 4.86095
O 3.17023 1.86593 4.24361
H 2.58711 -5.03794 0.22729
H 1.58013 -5.73104 1.06165
O 1.70401 -5.42220 0.17450
H -2.17409 2.74045 4.29460
H -0.97509 2.70532 3.34590
O -1.52078 3.31572 3.90235
H 5.26977 -0.02213 -2.75259
H 5.87901 -1.37242 -3.10497
O 5.52904 -0.57525 -3.51378
H 5.30129 1.81804 -1.64635
H 4.14850 1.30818 -0.72310
O 4.78966 1.04592 -1.38618
H -1.05679 -0.21490 -5.76982
H -1.43473 0.52062 -4.45763
O -1.78446 -0.02966 -5.16996
H -1.62188 -0.73449 -1.88572
H -3.14857 -0.30472 -2.14892
O -2.31328 -0.53251 -2.52467
H 2.82813 5.09670 3.27358
H 2.76947 4.74675 1.69657
O 2.93178 5.39975 2.37766
H 0.88354 3.02098 -3.16080
O 0.54938 3.34945 -4.00596
H 6.25708 -2.88232 0.02734
H 6.24881 -1.35866 0.03002
O 6.36523 -2.11917 -0.53973
H -1.18244 5.52603 0.87178
H -1.95833 -1.58767 4.63062
H 1.86515 2.28492 0.30055
H -5.37386 1.80883 3.17266
H -4.98159 1.59351 0.91603
H -0.07116 4.07170 -3.95920
O 2.50184 -2.73801 -2.88266
H 2.36614 -3.66282 -3.14128
H 3.17170 -2.27788 -3.39204
O -2.42453 -3.26511 -1.42474
H -1.71908 -2.62758 -1.59057
H -3.15368 -2.72495 -1.76728
O 3.88449 -2.73398 3.05953
H 4.25692 -2.81513 2.17585
H 3.07906 -2.22902 2.91039
O 0.13385 2.22019 -1.23557
H 0.80243 1.59285 -1.54756
H -0.49730 2.21225 -1.95519
O 4.09580 -0.10112 2.14263
H 4.56614 -0.49053 2.89876
H 3.55541 0.44540 2.73500
O 3.14699 3.35307 -1.37078
H 2.57870 3.99792 -0.91963
H 3.94432 3.89363 -1.48859
O 1.17687 -1.64800 0.66648
H 1.74448 -2.16895 1.23881
H 1.62263 -1.61654 -0.18950
*
```

Values from the calculation:
M: 720.600 g mol⁻¹
gap between HOMO and LUMO (alpha / beta): 2.3 / 9.6 eV
⟨S²⟩: 0.751
LUMO energy (alpha / beta): 1.2 / 1.1 eV

Run b
Below is a cluster of 40 separate species, H80O40 in total, with properties calculated with ωB97M-V with the def2-TZVPD basis set.

Geometry as ORCA input:
```
! RIJCOSX wB97M-V def2-TZVPD def2/J DEFGRID3
* xyz -1 2
H 0.29760 2.27167 5.43041
H 0.97095 1.26709 6.46432
O 1.05630 1.95053 5.69966
H -3.39003 -2.55028 1.94183
H -2.96390 -3.79573 1.02540
O -3.56251 -3.10324 1.18003
H 3.51065 -0.37255 -2.00369
H 3.55468 -0.00447 -0.73362
O 3.26229 -0.75732 -1.15331
H -1.42870 -1.04113 4.34037
H -1.44471 -2.34674 3.42020
O -1.67097 -1.46402 3.42770
H -1.73656 -5.40489 -2.61183
H -0.66833 -4.44710 -2.31902
O -1.31321 -4.61229 -3.01337
H 4.48564 3.34262 -0.97701
O 4.44020 3.46799 -1.94343
H -0.36612 6.10633 0.68024
O -0.28679 6.20594 -0.23073
H -3.26113 0.25323 5.91713
H -3.91178 0.01241 4.48102
O -3.82204 0.55071 5.33470
H -4.55258 -0.00092 -2.39770
H -2.99658 0.21936 -2.71468
O -3.85506 0.08675 -3.04144
H -3.63271 0.87620 1.36632
H -3.25656 -0.07267 0.36767
O -3.84547 0.64581 0.46406
H 3.04774 -4.43018 2.45491
H 1.98496 -3.81620 1.85695
O 2.41618 -3.68545 2.80517
H 0.46869 -2.62544 4.75081
O 0.11755 -3.56272 4.62672
H 1.29855 2.22894 -1.46141
H 2.10451 1.31387 -2.23955
O 1.74846 1.40110 -1.36490
H 0.18371 -0.19890 5.21226
H -0.69739 0.81166 5.29346
O -0.73521 -0.18339 5.41154
H 1.29145 -1.19910 0.60079
H 0.09397 -0.65357 1.06734
O 0.44349 -1.57928 0.92700
H 3.26218 4.36929 0.56103
H 2.17815 3.70441 1.58265
O 2.62583 4.49825 1.26676
H 0.52511 -6.52118 -2.11513
H 1.28142 -5.23226 -2.08557
O 0.56118 -5.75099 -1.68486
H -1.84078 3.27009 3.70468
H -2.36032 2.13378 4.77842
O -1.53767 2.39763 4.30706
H -4.80831 -4.04314 -2.32292
O -4.30799 -4.80824 -1.90046
H 2.51427 5.23912 -3.49377
H 3.10390 4.83771 -2.20479
O 2.47323 4.59063 -2.84254
H -6.62625 -0.28769 -1.75844
O -6.59294 0.41989 -1.05434
H -1.07848 -4.55334 -0.45764
H -1.08465 -5.60541 0.71519
O -1.50662 -4.85479 0.37942
H -3.16001 4.91917 -2.94624
H -2.90208 3.94032 -2.09409
O -2.67200 4.09430 -2.86860
H -0.50195 1.04264 -3.05797
H -0.53757 0.42997 -1.51977
O -1.03732 0.47213 -2.39203
H 4.95966 1.19068 -2.75968
H 6.37956 1.38017 -2.40576
O 5.61673 1.01711 -2.12964
H -0.74255 0.24701 2.51023
H -1.01974 1.68375 2.17474
O -0.34172 1.04047 2.04382
H 3.93041 -2.62612 -1.86907
H 4.62271 -4.02467 -1.88568
O 4.52204 -3.14865 -2.27821
H -0.63524 4.13730 -2.99219
H -1.20647 5.30541 -3.87276
O -0.38110 4.87081 -3.63669
H 6.02087 -2.19207 0.32304
H 5.73196 -1.73598 -1.09830
O 6.19288 -1.38184 -0.32622
H 0.23017 3.63846 2.44972
H 0.75297 4.52634 3.51591
O -0.04921 4.33591 3.03299
H -4.31502 -2.10727 -4.35647
H -4.12048 -0.60373 -4.66678
O -4.57525 -1.39068 -4.90329
H -2.04548 -1.36305 -4.19283
O -1.77341 -2.21795 -3.99656
H 0.48763 -1.70560 -3.92427
H 2.01709 -2.04262 -4.09433
O 1.30029 -1.37598 -4.06607
H -4.49966 -4.69945 -0.92681
H 3.60431 3.13197 -2.06080
H -6.65407 1.32819 -1.28819
H 0.41721 5.43266 -0.23488
H 0.56642 -3.88790 3.85243
H -1.92678 -2.63368 -3.07915
O 3.64663 2.33645 -4.13367
H 3.39616 3.12186 -3.71440
H 4.34701 2.58933 -4.73815
O -0.07560 -3.12079 -1.16098
H 0.18852 -2.30643 -0.73288
H -0.31385 -2.83272 -2.19858
O 4.54816 2.00199 0.94841
H 4.50442 1.05379 0.93581
H 5.19802 1.86471 1.67364
O 2.14215 -1.36635 4.95859
H 2.36258 -1.46295 5.88150
H 2.82515 -1.75482 4.50043
O -2.98199 -1.64926 -0.70379
H -3.93854 -2.03783 -0.91717
H -3.11767 -2.13150 0.28109
O -5.31064 3.78985 -0.79623
H -5.59576 3.61914 -1.64482
H -5.83302 2.96281 -0.29549
O 4.02587 0.24649 3.22706
H 4.40575 0.96551 3.22235
H 3.16036 0.17478 3.71065
*
```

Values from the calculation:
M: 720.600 g mol⁻¹
gap between HOMO and LUMO (alpha / beta): 1.9 / 9.8 eV
⟨S²⟩: 0.751
LUMO energy (alpha / beta): 1.6 / 1.6 eV

Relative energies in eV: run a 0.000; run b 9.029